15
Properties=species:S:1:pos:R:3:forces:R:3 method="wB97M-V/def2-TZVPD" homo_ev=-14.0 gap_ev=9.995 smiles=c1nnn2c1C[NH2+]C2 total_charge=+1 de_lowest_kcal_mol=86.0
C 1.87521 1.16478 -0.07716 -0.32 2.56 -0.47
N 2.63691 0.08870 -0.14764 2.38 0.15 0.55
N 1.96842 -0.94223 0.06140 -0.52 -3.51 -0.92
N 0.71109 -0.58936 0.12273 0.20 3.31 1.06
C 0.59216 0.80228 0.17739 -3.25 -1.99 -1.56
C -1.07648 0.95347 0.17475 4.26 1.25 3.23
N -1.44432 -0.36554 -0.36500 0.64 0.84 -1.31
C -0.45768 -1.33220 0.21200 1.09 -4.34 0.11
H 2.38549 2.06087 -0.34060 -0.36 0.89 0.31
H -1.25576 1.00937 1.30755 -0.60 0.11 -1.88
H -1.45059 1.75552 -0.44018 -0.25 0.20 0.14
H -2.44309 -0.46470 -0.26253 -0.48 -0.96 0.28
H -1.24916 -0.15712 -1.37115 -0.19 -1.26 0.43
H -0.18885 -2.36502 -0.32492 -1.53 2.26 0.56
H -0.60335 -1.61883 1.27336 -1.06 0.49 -0.54

***

21
Properties=species:S:1:pos:R:3:forces:R:3 method="wB97M-V/def2-TZVPD" homo_ev="-6.6 / -7.2" gap_ev="6.368 / 7.228" total_charge=0 de_lowest_kcal_mol=64.5
C 2.15653 3.12663 -0.19801 0.32 0.11 -0.24
C -1.24562 -2.44701 -1.21340 0.11 0.42 0.40
C -0.21280 -1.60313 1.71128 -0.49 0.08 -0.48
C -2.44000 0.18195 0.13313 0.47 -0.53 0.07
C 1.53967 0.87754 -0.48392 -1.31 -1.31 0.05
O 1.42028 2.00197 0.24791 -0.20 -0.10 0.28
Si -1.03149 -1.08553 0.09003 1.31 1.07 -0.16
I 3.27219 -0.36960 0.08502 -0.16 0.18 -0.05
H 1.84781 3.41752 -1.20907 -0.02 -0.02 0.08
H 3.23151 2.90460 -0.21060 -0.12 0.00 0.06
H 1.95726 3.93710 0.49977 0.00 -0.01 -0.04
H -1.16495 -3.43467 -0.76667 0.05 -0.10 0.15
H -2.21300 -2.37966 -1.70413 -0.13 0.11 -0.03
H -0.47799 -2.37577 -1.97954 0.11 0.05 -0.05
H 0.81935 -1.89647 1.53656 0.14 -0.01 -0.19
H -0.19657 -0.78196 2.42005 -0.05 0.21 0.03
H -0.72206 -2.44343 2.17804 -0.14 -0.16 0.04
H -2.55759 0.66401 -0.83230 0.05 -0.02 -0.19
H -3.38516 -0.29221 0.38751 -0.17 -0.15 0.03
H -2.24923 0.95517 0.86670 0.15 0.13 0.18
H 1.65186 1.04297 -1.55836 0.08 0.04 0.06

***

150
Properties=species:S:1:pos:R:3:forces:R:3 method="wB97M-V/def2-TZVPD" homo_ev=-9.6 gap_ev=10.033 total_charge=0
C 3.58912 2.70677 2.84513 -0.09 -0.53 -0.87
O 4.20525 2.09508 1.68538 -0.03 -0.15 0.50
H 2.61955 2.25212 3.07681 0.21 -0.09 0.09
H 4.26144 2.68683 3.67444 0.33 -0.25 0.72
H 3.41613 3.74318 2.62124 -0.14 0.50 -0.30
H 4.66497 1.27317 1.95515 -0.40 0.40 -0.01
C 4.82882 4.80653 -0.23242 -0.97 0.07 -2.41
O 3.91560 3.72063 -0.55215 0.81 1.25 -0.29
H 5.08644 5.23033 -1.25760 0.13 -0.31 1.48
H 4.33135 5.58507 0.33763 -0.14 0.14 0.15
H 5.69301 4.46686 0.30738 0.50 -0.24 0.06
H 3.95431 3.17217 0.21976 -0.13 -1.14 0.86
C 6.38904 0.21227 -1.09000 -0.29 -2.45 -0.45
O 6.08452 -0.42346 -2.39749 0.84 0.95 1.22
H 5.58658 0.86888 -0.84403 -0.41 0.79 0.35
H 6.48450 -0.56354 -0.28309 -0.25 0.53 -0.70
H 7.34777 0.69796 -1.12013 0.18 0.37 -0.50
H 5.29426 -0.95013 -2.27725 -0.14 -0.15 0.14
C 0.26925 0.46240 5.75127 -0.08 -0.14 0.49
O -0.08032 -0.70509 5.01896 0.30 0.21 -0.77
H -0.48045 1.24229 5.55476 0.54 0.23 -0.08
H 0.14177 0.20702 6.81437 0.12 0.01 -0.28
H 1.33574 0.81921 5.64355 -1.08 -0.28 -0.33
H -0.18388 -0.48902 4.05813 0.32 0.00 0.91
C 0.82293 -4.84527 0.71428 -0.50 0.23 0.83
O 1.71053 -4.18959 -0.13487 0.94 0.23 -0.32
H 0.25599 -5.66638 0.27677 0.07 -0.03 -0.29
H 1.40406 -5.24245 1.54902 -0.04 -0.14 -0.06
H 0.11208 -4.13431 1.15317 -0.17 -0.12 0.03
H 1.28490 -3.91922 -0.95476 -0.51 -0.15 -0.29
C -1.36535 -3.28517 -1.71795 1.65 -0.19 -1.56
O -0.09648 -3.76168 -2.31677 -0.92 0.44 0.40
H -2.20862 -3.80864 -2.09196 -0.67 -1.06 -0.31
H -1.30623 -3.39622 -0.66288 0.17 0.05 0.79
H -1.52626 -2.28295 -2.04978 0.01 1.07 0.32
H 0.00299 -3.31152 -3.17702 -0.25 -0.18 0.26
C 1.17496 -1.51360 -4.68567 0.29 0.79 1.20
O -0.15205 -1.96266 -4.80394 0.74 -1.82 -0.70
H 1.91410 -2.19611 -5.10263 -0.46 -0.45 0.03
H 1.33958 -0.57262 -5.18978 -0.10 0.48 -0.25
H 1.40381 -1.34379 -3.60792 0.19 -0.14 -0.54
H -0.76514 -1.30708 -4.51940 -0.71 1.28 0.53
O -2.17240 5.36802 -0.42045 -0.94 0.11 0.92
C -1.02509 5.16288 -0.13918 0.56 0.58 -2.96
O -0.55493 4.02659 0.26180 0.14 -2.41 1.87
C 0.88825 3.94755 0.32673 -0.44 1.00 -2.79
C 1.36125 5.37533 -0.02819 0.33 -0.36 0.79
C 0.12008 5.97638 -0.65397 0.78 0.61 1.84
H 1.15984 3.29156 -0.50002 0.08 -0.27 0.04
H 1.23960 3.53842 1.22543 0.04 -0.33 1.41
H 2.20760 5.35437 -0.72698 -0.30 -0.02 0.41
H 1.65670 5.85776 0.89228 0.18 0.39 0.23
H 0.30959 5.76328 -1.66711 -0.90 0.23 -1.68
H -0.08867 7.00174 -0.40474 0.29 0.58 -0.42
O 0.42982 4.81326 4.25221 1.08 0.66 0.35
C -0.50439 4.13386 3.98586 -1.50 -1.04 -0.74
O -0.55425 3.39346 2.84528 -0.72 -0.64 0.64
C -1.77191 2.52372 2.89013 -0.05 0.17 -2.03
C -2.81281 3.38161 3.62932 1.01 -1.26 0.64
C -1.82754 4.01722 4.74015 -1.48 -0.64 -1.89
H -1.43801 1.59779 3.36848 -0.42 0.30 0.31
H -2.10398 2.19415 1.82092 0.93 1.09 1.84
H -3.63515 2.68029 3.93017 0.81 0.91 0.33
H -3.26398 4.07678 2.91497 0.34 0.27 0.33
H -1.78011 3.36179 5.59902 0.25 -0.13 0.20
H -2.12671 4.99719 5.04602 -0.14 0.56 0.36
O -4.92082 -4.06474 -2.35102 -0.18 -0.67 1.15
C -4.94382 -3.27180 -3.21887 -0.27 2.18 -2.59
O -5.50240 -1.99517 -3.13025 0.68 -1.13 0.44
C -5.09849 -1.17143 -4.22256 1.04 1.01 -0.28
C -4.53652 -2.08101 -5.36818 -2.46 0.19 1.05
C -4.40913 -3.40346 -4.65940 0.67 -2.17 -0.44
H -4.32896 -0.39787 -3.90081 -0.70 -1.25 -0.05
H -5.94536 -0.58579 -4.53333 -0.55 0.00 -0.12
H -3.64019 -1.66485 -5.68421 1.78 0.48 -0.65
H -5.23275 -2.08973 -6.22801 0.30 -0.17 0.51
H -3.38075 -3.78965 -4.62284 0.06 0.51 0.35
H -4.85091 -4.28791 -5.20145 -0.29 1.02 0.72
O -4.21939 1.08308 2.29789 0.15 -1.05 0.52
C -3.78418 -0.05270 2.28479 -0.66 1.13 -1.05
O -3.51103 -0.62663 1.10552 0.53 -0.84 -0.25
C -2.71465 -1.86900 1.25243 0.15 2.13 0.70
C -2.62411 -2.08711 2.78311 -0.02 -0.89 0.08
C -3.51867 -1.00898 3.39279 0.45 -0.11 -0.05
H -1.77733 -1.60945 0.73228 -0.30 -0.46 0.49
H -3.21811 -2.64569 0.73173 -0.56 -0.65 -0.42
H -1.59784 -1.94082 3.15585 -0.47 -0.39 -0.27
H -2.99624 -3.10896 3.02725 0.58 0.84 -0.05
H -3.08041 -0.51260 4.23040 0.60 0.49 0.47
H -4.44728 -1.36313 3.79499 -0.73 -0.40 -0.13
O -1.83944 0.17002 -3.31451 -0.24 1.42 -0.09
C -2.03139 1.38236 -3.39337 0.91 -0.94 -0.41
O -2.17407 1.98499 -4.58858 0.64 -1.09 -0.18
C -2.16636 3.42654 -4.46307 -1.82 -0.84 0.40
C -2.79544 3.55764 -3.04067 -0.13 0.83 -0.99
C -2.14965 2.42044 -2.29825 -0.49 -1.27 0.06
H -2.74310 3.72491 -5.37762 0.46 0.36 1.21
H -1.15532 3.77583 -4.45861 0.59 0.26 -0.23
H -3.87993 3.46107 -3.10083 0.02 -0.09 0.02
H -2.55811 4.48411 -2.56973 -0.01 0.78 0.22
H -2.74035 1.92524 -1.51477 0.11 0.53 0.03
H -1.18647 2.71184 -1.87718 0.09 -0.23 -0.14
O -0.35286 -0.05171 2.25480 1.50 -0.11 -1.73
C 0.30682 -0.08097 1.20696 -1.01 -0.46 1.63
O -0.27536 0.15308 0.04991 -0.54 0.92 -1.52
C 0.68521 0.03223 -1.07024 0.59 -2.34 1.72
C 2.01950 0.18045 -0.36323 0.68 3.02 -0.50
C 1.73011 -0.44693 0.93272 1.46 -0.34 1.61
H 0.50863 0.63247 -1.91710 -0.73 1.05 -0.49
H 0.61603 -1.05085 -1.35340 -0.09 0.81 -0.15
H 2.39199 1.24152 -0.13404 -0.95 -1.04 -0.81
H 2.83132 -0.27011 -0.89433 0.42 -0.54 -0.40
H 2.47591 -0.13194 1.69528 -0.85 -0.40 -0.21
H 1.85606 -1.50537 0.71403 -0.49 -0.51 0.77
O -2.30716 -5.31396 2.33608 1.15 -0.13 -0.06
C -3.38249 -5.79938 2.22438 -1.27 -0.03 -0.75
O -4.43296 -5.29577 2.89333 -0.85 0.54 0.49
C -5.63894 -5.97410 2.52409 -2.27 0.12 2.25
C -5.35433 -6.61425 1.22285 -0.36 -0.57 0.39
C -3.91433 -6.95941 1.35929 1.12 2.47 -0.88
H -6.53144 -5.31193 2.47187 1.04 0.33 -0.10
H -5.96788 -6.62572 3.39051 0.87 0.06 -0.97
H -5.64899 -5.96030 0.45950 0.67 1.64 -1.31
H -6.00514 -7.39070 0.93807 -0.68 -1.70 0.44
H -3.38909 -6.88391 0.40058 0.25 -0.99 0.46
H -3.77174 -7.74741 2.04782 0.38 -1.77 -0.07
O 0.89677 3.91484 -3.32896 -2.22 1.98 0.66
C 1.97971 3.46083 -3.28986 1.85 -0.71 -2.12
O 2.10573 2.15314 -3.10432 1.29 -0.88 1.08
C 3.51619 1.78312 -3.19693 -1.26 -1.15 -0.01
C 4.12034 2.79533 -4.07805 2.74 0.86 0.46
C 3.31607 4.04511 -3.84090 -1.53 0.64 0.10
H 3.48791 0.83836 -3.70490 0.19 -0.70 0.03
H 3.97535 1.66921 -2.23740 -0.03 0.21 0.71
H 3.96521 2.44743 -5.05936 -0.14 -0.10 -1.47
H 5.25659 2.81874 -3.93680 -1.59 0.35 -0.05
H 3.05931 4.62683 -4.74321 0.06 -0.49 0.22
H 3.64037 4.80410 -3.15119 0.69 -0.04 0.56
O 4.93123 -0.50018 3.03666 0.33 0.36 -0.58
C 4.47612 -1.60913 3.01448 -1.18 -0.01 0.63
O 3.97412 -2.19895 1.88961 0.94 0.64 1.02
C 3.39333 -3.46896 2.26147 1.76 0.54 0.27
C 4.05136 -3.84314 3.56820 0.40 -0.79 0.65
C 4.20517 -2.47875 4.25663 -1.00 -0.08 -1.39
H 3.54775 -4.09943 1.41372 -0.23 -0.61 -0.26
H 2.39427 -3.29797 2.52159 -1.84 0.20 -0.33
H 4.98426 -4.41109 3.46340 0.02 0.45 -0.13
H 3.36385 -4.51557 4.05563 -0.16 -0.19 0.56
H 4.89632 -2.28844 5.04756 0.90 -0.32 0.17
H 3.23943 -2.16332 4.70651 0.22 -0.03 -0.60

***

31
Properties=species:S:1:pos:R:3:forces:R:3 method="wB97M-V/def2-TZVPD" homo_ev="-15.5 / -15.5" gap_ev="8.248 / 8.248" total_charge=+2
Ti 0.55747 1.25619 -0.33326 -1.15 -0.15 0.42
C -1.02471 -2.26331 -3.94282 0.02 -0.02 0.00
C -0.74411 -0.81019 -3.99395 0.03 0.01 0.16
N -1.00778 0.00609 -4.95667 0.01 0.08 0.04
N -0.56207 1.22492 -4.53173 -0.11 0.07 -0.25
C -0.02618 1.20404 -3.32560 -0.03 -0.01 -0.06
S 0.70937 2.47255 -2.45492 0.08 -0.06 0.15
N -0.14567 -0.09169 -2.95465 0.06 -0.37 -0.02
N 0.36928 -0.56975 -1.73849 0.01 0.33 -0.04
H -1.63507 -2.53484 -4.80028 0.00 0.04 -0.02
H -1.57195 -2.52948 -3.03605 -0.01 0.01 -0.02
H -0.10141 -2.84480 -3.98328 0.00 0.02 0.01
H -0.66535 2.02899 -5.13608 0.01 0.01 0.00
H -0.27911 -1.26087 -1.37010 -0.06 0.03 0.12
H 1.25925 -1.03541 -1.91796 0.04 -0.05 -0.02
C -0.22661 -1.33254 2.95629 0.06 -0.07 0.07
N 0.48983 -0.17675 3.49395 -0.04 -0.06 -0.02
C 0.34949 0.30395 4.78372 -0.05 -0.01 -0.01
C 1.20708 1.33597 4.92601 0.02 0.00 -0.02
N 1.85356 1.46612 3.71851 0.13 0.10 0.11
C 1.41941 0.54212 2.85333 -0.16 0.07 0.05
S 2.07317 0.30578 1.25860 -0.02 0.03 -0.11
H -1.11939 -1.49417 3.55224 -0.01 0.03 0.01
H 0.40265 -2.21889 3.00417 0.03 0.02 0.00
H -0.50831 -1.13484 1.92867 -0.04 0.03 -0.07
H -0.34665 -0.12339 5.48448 0.01 -0.04 -0.05
H 1.40904 1.97275 5.76944 0.02 0.01 -0.04
H 2.59619 2.12078 3.52131 -0.01 0.01 -0.05
C -1.19342 1.34054 0.27608 1.03 -0.07 -0.34
H -2.04370 1.54915 -0.37675 0.03 0.08 -0.06
H -1.49431 1.29099 1.32580 0.08 -0.09 0.03

***

Calculated DFT total energy, -375.26540; -860.61653; -3568.58547; -2287.03890 hartree (same order as the records).